(one)
{
  "formula": "C2H4NP",
  "method": "ωB97M-V/def2-TZVPD",
  "species": ["P", "N", "C", "C", "H", "H", "H", "H"],
  "coordinates": [[0.80634, 0.79420, -0.46182], [1.59251, -0.28524, 0.73658], [-1.08642, 0.63411, 0.13163], [1.40804, -0.89622, -0.48750], [-1.90669, 0.22217, -0.60290], [1.62477, -1.89498, -0.82121], [-1.11540, -0.09213, 0.88059], [-1.32313, 1.51810, 0.62463]],
  "multiplicity": 3,
  "lumo_energy_ev": [0.9549, -2.6805],
  "orbital_gap_ha": [0.27743, 0.25054],
  "e_homo_ev": [-6.594, -9.498]
}

(two)
{
  "formula": "C2H4NP",
  "method": "ωB97M-V/def2-TZVPD",
  "species": ["P", "N", "C", "C", "H", "H", "H", "H"],
  "coordinates": [[2.55154, 0.71479, 0.17499], [1.70894, -0.84880, -0.54531], [-1.97461, 0.03401, -0.23904], [0.86532, -0.04383, -0.23394], [-1.52567, 0.94988, 0.17889], [2.41883, 0.21926, 1.49262], [-2.13741, -0.79513, 0.48703], [-1.90693, -0.23018, -1.31525]],
  "multiplicity": 3,
  "lumo_energy_ev": [0.8602, -2.2231],
  "orbital_gap_ha": [0.33324, 0.31649],
  "e_homo_ev": [-8.208, -10.835]
}

Compare the structures above. Which one is the most stable? (two) is.